Here is a single C6H5FN2O molecule at a distorted geometry from the OMol25 dataset. Energies are from the ωB97M-V functional and the def2-TZVPD basis.

Structure (XYZ):
```
15
Properties=species:S:1:pos:R:3:nbo_charge:R:1
C -0.516 0.224 1.826 -0.400
N -0.365 -0.169 0.427 -0.432
C -0.221 -1.467 0.087 0.663
O -0.236 -2.461 0.787 -0.560
C 0.159 -1.392 -1.415 -0.219
C 0.272 -0.122 -1.784 -0.187
C -0.105 0.795 -0.610 0.384
F -1.370 1.519 -0.770 -0.345
C 1.018 1.696 -0.434 0.215
N 1.885 2.345 -0.085 -0.231
H -0.657 -0.522 2.509 0.237
H 0.474 0.860 2.204 0.199
H -1.372 0.744 1.911 0.206
H 0.386 -2.312 -2.013 0.245
H 0.648 0.262 -2.641 0.226
```

Summary:
**Gap between HOMO and LUMO**: 10.2 eV
**Relative energy (zero: lowest compared OMol25 entry of this formula, charge and spin)**: 17.9 kcal per mole